[1]
Below is the ion C4H4NOS with charge -1 at a distorted geometry, with properties calculated with ωB97M-V/def2-TZVPD.

Geometry as XYZ:
```
11
C4H4NOS ωB97M-V/def2-TZVPD
H -2.79079 -1.30909 -0.56913
N -0.17135 0.56707 -0.29401
C 2.53716 -0.23627 -0.52442
O 2.12382 0.91787 0.21060
C -1.02110 -0.12408 -0.79659
C -1.94272 -0.90846 0.09251
C 0.86652 1.36451 -0.07483
H -1.59600 -1.61777 0.83484
H 0.54933 2.44253 0.12200
H -2.38594 -0.14066 0.66433
S 3.83108 -0.95565 0.33469
```

Computed properties:
**E_HOMO**: -2.74 eV
**Total charge**: -1
**Electronic energy**: -682.86340 hartree
**Energy above the lowest of the compared OMol25 structures with the same formula, charge and spin**: 530.5 kJ/mol



[2]
Below is a structure of composition C4H4NiO at a distorted geometry, with properties calculated with ωB97M-V/def2-TZVPD.

Geometry as XYZ:
```
10
C4H4NiO ωB97M-V/def2-TZVPD
H -1.13811 1.22398 -1.70340
C 0.79060 1.02829 1.20203
H 1.02724 1.58224 -0.97979
C 0.53051 0.84953 -0.30283
O -1.47874 -0.37028 -0.50573
H 1.59795 1.74174 1.40672
H -0.06954 1.14001 1.87464
C -0.79082 0.61679 -0.85004
Ni -0.32357 -1.67958 0.40991
C 1.07146 -0.26341 0.58733
```

Computed properties:
**Multiplicity**: 4
**E_HOMO (alpha / beta)**: -13.27 / -15.17 eV
**Total charge**: +1
**Expectation value of S²**: 3.759
**Electronic energy**: -1737.89566 hartree



[3]
Below is the molecule C4H4O, with properties calculated with ωB97M-V/def2-TZVPD.

Geometry as XYZ:
```
9
C4H4O ωB97M-V/def2-TZVPD
C -0.47906 1.11527 0.58371
H 1.49933 0.17369 1.39727
H 1.28244 -1.52546 -0.78905
C -1.04173 0.61965 -0.56737
C 0.63903 0.08953 0.74034
C 0.64386 -0.73787 -0.41035
O -0.37089 -0.42990 -1.15837
H -1.88321 0.91847 -1.16950
H -0.28977 -0.22338 1.37333
```

Computed properties:
**E_HOMO**: -8.49 eV
**Electronic energy**: -229.88491 hartree
**Energy above the lowest of the compared OMol25 structures with the same formula, charge and spin**: 375.6 kJ/mol